# C14H50O18

A cluster of 11 separate species, C14H50O18 in total in a non-equilibrium geometry (the ωB97M-V functional and the def2-TZVPD basis, the OMol25 dataset).

Results
HOMO-LUMO gap	9.637	eV
total energy	-1917.60615	Eh
energy above the lowest of the compared OMol25 structures with the same formula, charge and spin	70.6	kJ/mol
SMILES	OCCO.OCCO.OCCO.OCCO.OCCO.OCCO.OCCO.O.O.O.O

```
! RIJCOSX wB97M-V def2-TZVPD def2/J DEFGRID3
* xyz 0 1
O -14.23943 -5.47324 -7.08204
C -12.96346 -4.94397 -7.38426
C -11.82090 -5.44345 -6.54911
O -12.08198 -5.12655 -5.13160
H -14.65568 -4.98457 -6.36306
H -12.68703 -5.23659 -8.38190
H -13.02530 -3.86366 -7.39235
H -10.90076 -4.94907 -6.89186
H -11.76329 -6.52321 -6.75874
H -11.36166 -5.46596 -4.58467
O -18.51918 2.21787 -9.82222
C -18.25337 1.62411 -11.11451
C -18.75211 0.16683 -11.07648
O -18.30439 -0.46435 -9.86735
H -17.83461 2.84872 -9.63433
H -18.79265 2.21499 -11.88367
H -17.18141 1.68622 -11.40016
H -18.33286 -0.41894 -11.88346
H -19.83301 0.07739 -11.11036
H -18.52662 0.15189 -9.11925
O -15.51061 -4.39682 -14.51043
C -16.68395 -5.24232 -14.73098
C -16.92932 -6.11149 -13.52457
O -17.09957 -5.21713 -12.38577
H -15.75227 -3.50427 -14.19646
H -17.51790 -4.60202 -14.96359
H -16.50539 -5.88440 -15.60159
H -16.05444 -6.80592 -13.44548
H -17.86198 -6.64502 -13.67738
H -17.21215 -5.79638 -11.62844
O -12.06126 -8.31238 -14.35460
C -12.16445 -7.42362 -15.45776
C -13.26850 -6.40285 -15.37382
O -13.33348 -6.09469 -13.93558
H -12.28280 -7.77393 -13.57855
H -11.30111 -6.77514 -15.49835
H -12.22352 -7.99156 -16.39552
H -14.24194 -6.80536 -15.64228
H -12.98954 -5.55295 -16.01632
H -13.91650 -5.32407 -13.83203
O -14.59924 1.46878 -12.14242
C -14.61205 0.27606 -12.98602
C -14.97289 0.58303 -14.43366
O -14.26126 1.77137 -14.86772
H -14.96579 2.14224 -12.71340
H -13.60617 -0.13021 -12.95493
H -15.32643 -0.50539 -12.66056
H -16.03610 0.80953 -14.50653
H -14.76506 -0.29780 -15.03632
H -14.50038 1.82798 -15.79133
O -16.42616 -2.21823 -10.76034
C -15.19373 -2.36285 -10.07391
C -14.26700 -3.12984 -11.03800
O -14.68116 -4.48972 -11.34628
H -16.82428 -1.40790 -10.47197
H -14.86551 -1.37122 -9.80450
H -15.35412 -3.00017 -9.20276
H -13.26923 -3.25042 -10.59601
H -14.19395 -2.57008 -11.98695
H -15.52420 -4.44726 -11.79593
O -15.28455 -8.01084 -8.86525
C -15.26617 -7.89890 -10.23109
C -13.86318 -7.95547 -10.84269
O -13.08331 -6.76372 -10.48074
H -14.59928 -7.36616 -8.56817
H -15.83003 -8.69859 -10.71101
H -15.60023 -6.93543 -10.66201
H -13.97482 -8.02383 -11.92378
H -13.36317 -8.85333 -10.44074
H -13.29771 -6.16449 -11.20234
O -10.29230 -3.06050 -9.39333
H -9.74338 -3.85162 -9.54139
H -9.90856 -2.37461 -9.96147
O -17.41509 -4.36161 -7.67172
H -17.40150 -3.65339 -8.33407
H -16.96789 -5.14520 -8.04010
O -17.14613 -2.13308 -13.53472
H -17.95000 -2.62968 -13.77273
H -17.00234 -2.32354 -12.59185
O -19.70314 -2.99183 -10.24825
H -19.39420 -2.10537 -10.02663
H -19.05346 -3.40681 -10.83584
*
```

# C14H52F2InNO18S2

A structure of composition C14H52F2InNO18S2 in a non-equilibrium geometry (the ωB97M-V functional and the def2-TZVPD basis, the OMol25 dataset).

Results
HOMO-LUMO gap	4.201	eV
total energy	-3159.37104	Eh
energy above the lowest of the compared OMol25 structures with the same formula, charge and spin	148.7	kJ/mol

```
! RIJCOSX wB97M-V def2-TZVPD def2/J DEFGRID3
* xyz 0 1
In 10.92573 0.01461 36.99252
O 7.85860 -4.36474 35.51286
C 8.39601 -4.50955 36.83493
C 9.90494 -4.02510 37.11226
O 10.45129 -2.94697 36.34619
H 8.30275 -5.56999 37.06912
H 7.71204 -3.99269 37.50811
H 10.56339 -4.87505 36.93302
H 10.03237 -3.85205 38.18087
N 12.88621 -0.78934 38.85620
S 14.30388 -0.41287 39.13366
O 15.32548 -1.25189 38.53406
O 14.64904 0.26867 40.35534
F 14.38350 0.79783 38.09465
S 12.93163 -1.99981 40.13311
O 12.68557 -1.50552 41.49117
O 13.87666 -3.06533 39.92669
F 11.51363 -2.70975 39.81486
C 13.86922 0.87996 44.19237
O 12.51489 1.10159 44.57958
H 14.44060 0.54360 45.05753
H 13.84930 -0.05889 43.63894
H 14.42905 1.59826 43.59344
H 12.17934 0.20344 44.62799
C 18.46977 1.02785 38.47959
O 17.10361 1.42703 38.21022
H 18.58230 0.01800 38.87411
H 19.04926 1.14358 37.56368
H 18.89711 1.70045 39.22329
H 16.73807 1.00467 37.42945
C 17.65289 -3.49973 39.04341
O 16.95883 -3.49839 37.81328
H 17.79060 -2.52338 39.50802
H 16.99465 -4.11107 39.66074
H 18.59508 -4.04563 38.99476
H 16.31350 -2.78827 37.84295
C 11.36813 -2.48948 44.53714
O 11.18091 -1.37314 43.69535
H 10.94820 -3.37045 44.05171
H 12.41387 -2.70607 44.75540
H 10.95454 -2.28871 45.52543
H 11.77346 -1.42263 42.94167
C 17.02387 -0.74380 35.61110
O 16.45256 0.47611 35.75577
H 17.39243 -0.99254 34.61592
H 17.84513 -0.81383 36.32435
H 16.36725 -1.57652 35.86320
H 15.57208 0.39888 35.38107
C 15.33432 3.76250 40.06551
O 16.66040 3.46236 40.25366
H 14.88021 3.97979 41.03230
H 15.19499 4.57103 39.34790
H 14.78339 2.88284 39.73270
H 16.88344 2.93411 39.48373
C 15.28714 -2.97000 43.15406
O 15.11311 -3.79095 44.28147
H 14.43304 -2.29481 43.10156
H 16.20297 -2.37927 43.17377
H 15.32011 -3.59878 42.26431
H 14.86278 -3.27204 45.04937
C 12.73804 -5.26918 42.31470
O 12.97108 -5.36312 43.68833
H 12.10061 -6.12785 42.10386
H 12.23486 -4.36100 41.98285
H 13.68607 -5.30554 41.77802
H 13.63835 -4.71196 43.91710
C 13.73557 3.41176 36.80290
O 12.75785 2.47985 36.30552
H 13.92552 4.30354 36.20564
H 13.30441 3.67860 37.76778
H 14.70522 2.96461 37.02187
H 13.18726 1.88865 35.68287
C 11.50832 2.37335 40.47303
O 10.79758 2.19741 39.26487
H 12.17690 1.56812 40.77754
H 12.12603 3.26974 40.41817
H 10.77982 2.49988 41.27388
H 10.10233 2.85688 39.20714
C 14.75946 -6.16872 39.21212
O 15.15254 -7.21351 40.09604
H 15.00187 -5.18604 39.61668
H 15.33384 -6.33455 38.30071
H 13.69366 -6.22168 38.98993
H 14.99576 -8.05312 39.65778
C 9.53853 -0.56914 40.82906
O 9.38048 -0.76270 39.47857
H 9.61552 -1.53599 41.32643
H 10.36972 0.09996 41.05162
H 8.67259 -0.00837 41.18089
H 8.50824 -1.14456 39.35618
*
```

# C14H56N2O13

A cluster of 13 separate species, C14H56N2O13 in total in a non-equilibrium geometry (the ωB97M-V functional and the def2-TZVPD basis, the OMol25 dataset).

Results
HOMO-LUMO gap	8.917	eV
total energy	-1654.59840	Eh
energy above the lowest of the compared OMol25 structures with the same formula, charge and spin	0.0	kJ/mol

```
! RIJCOSX wB97M-V def2-TZVPD def2/J DEFGRID3
* xyz 0 1
C 0.59781 0.04352 -1.65091
C 0.71781 -1.42237 -1.97278
O 1.29353 -2.14634 -0.91457
H 0.01820 0.16984 -0.73950
H 0.09372 0.56316 -2.47105
H 1.57081 0.48976 -1.45097
H 1.27845 -1.62447 -2.89191
H -0.29845 -1.81130 -2.08665
H 2.23896 -1.97027 -0.82026
C -1.48395 -5.24416 -3.25816
C -0.15376 -4.63772 -3.69524
O 0.87446 -4.93542 -2.76148
H -1.37887 -6.31159 -3.06095
H -2.26695 -5.12399 -4.01222
H -1.82127 -4.75643 -2.34033
H -0.33037 -3.56112 -3.80189
H 0.14324 -5.08611 -4.64048
H 0.66166 -4.52179 -1.91624
C -3.74373 4.30277 0.05126
C -2.56534 3.66967 0.77774
O -1.72459 2.97854 -0.11203
H -4.60558 4.44044 0.71142
H -4.05975 3.69373 -0.79397
H -3.50444 5.30442 -0.31296
H -2.92750 2.99454 1.56157
H -1.97166 4.43272 1.28748
H -1.71680 2.03779 0.11932
O -1.67137 1.27138 -4.41927
H -1.02409 1.94209 -4.17284
H -1.37364 0.94157 -5.27334
O -0.57113 -3.09277 1.14816
H -1.44066 -3.37829 0.80421
H -0.09009 -2.71890 0.38542
O -2.95201 -3.23677 -0.34190
H -2.90808 -2.27391 -0.55723
H -3.53249 -3.61121 -1.01040
O 2.06301 -4.06671 1.32447
H 2.30258 -4.79625 0.74657
H 1.09176 -3.98696 1.25043
O 3.80534 -0.82882 -1.39036
H 3.82141 0.08438 -1.73337
H 3.90356 -1.37936 -2.17724
O 3.75196 1.58740 -2.85031
H 3.07369 2.24589 -2.65860
H 4.56171 2.09324 -2.98068
O 5.25981 -1.71168 0.83899
H 5.20727 -2.63554 1.10580
H 4.80814 -1.65599 -0.02267
O 2.51292 -1.20954 2.03111
H 3.44727 -1.16260 1.78223
H 2.28786 -2.14743 1.93973
C -5.50743 0.17286 -0.23573
C -4.00635 0.37649 -0.20694
C -3.41064 0.10102 1.15802
O -2.03443 0.37464 1.12360
C -1.40354 -0.09955 2.31979
N -3.37180 -0.55336 -1.17493
H -5.97051 0.85582 0.49087
H -5.80818 -0.82563 0.09373
H -5.97550 0.36038 -1.19969
H -3.74978 1.39333 -0.51277
H -3.51442 -0.97792 1.34453
H -3.95248 0.64406 1.94067
H -1.73813 0.46698 3.19590
H -0.33088 0.09459 2.24186
H -1.52344 -1.18005 2.41539
H -3.92529 -0.60584 -2.02708
H -2.51329 -0.12772 -1.51899
C 2.39364 4.90044 3.47650
C 2.43407 3.45258 3.89250
C 2.25437 2.46381 2.76485
O 3.26313 2.65268 1.80520
C 3.23726 1.70696 0.77277
N 3.67156 3.21673 4.68629
H 3.23969 5.07676 2.80660
H 2.47558 5.54503 4.34652
H 1.49338 5.15453 2.91327
H 1.63007 3.16719 4.58978
H 1.25137 2.61749 2.32593
H 2.26133 1.43827 3.15802
H 2.91555 2.14421 -0.18352
H 2.53352 0.90654 1.00907
H 4.22911 1.27237 0.62462
H 3.71208 2.22786 4.92589
H 4.46995 3.34534 4.06432
*
```

# C14H56O21

A cluster of 14 separate species, C14H56O21 in total in a non-equilibrium geometry (the ωB97M-V functional and the def2-TZVPD basis, the OMol25 dataset).

Results
HOMO-LUMO gap	10.069	eV
total energy	-2146.93860	Eh
energy above the lowest of the compared OMol25 structures with the same formula, charge and spin	0.0	kJ/mol

```
! RIJCOSX wB97M-V def2-TZVPD def2/J DEFGRID3
* xyz 0 1
O 3.09688 -2.19921 -4.45444
H 2.27251 -2.37286 -4.91488
H 3.27416 -2.92908 -3.82597
O 2.60930 -0.08590 -2.24705
H 2.35024 0.85662 -2.20834
H 2.66275 -0.40573 -3.22775
O 1.32010 0.67889 3.39924
H 0.69398 0.56327 2.67658
H 1.39738 -0.20417 3.79621
O -5.28654 0.21101 -4.30843
H -4.71955 0.23616 -5.08209
H -5.02249 0.78485 -3.59158
O -5.19509 -1.65995 -1.63243
H -4.59253 -2.38119 -1.71395
H -5.82366 -1.72810 -2.33216
O 4.59518 -2.19428 -2.16921
H 5.51417 -1.90033 -2.36083
H 4.07015 -1.39589 -2.18945
O 0.96096 3.42525 3.52984
H 1.52264 2.65839 3.73197
H 1.39626 4.23287 3.80385
C 1.29932 6.31531 1.28797
C 2.19552 5.37398 0.61300
O 1.77068 3.97370 0.74868
O 1.55298 6.34154 2.70258
H 0.22650 6.10334 1.02149
H 1.52710 7.35230 0.95675
H 3.19464 5.42966 0.91065
H 2.19408 5.68053 -0.42080
H 1.59701 3.81218 1.70810
H 1.08606 7.03080 3.14698
C -5.91952 1.22115 -0.15582
C -4.80204 2.04441 -0.78937
O -4.28015 1.27588 -1.92092
O -7.04415 1.13342 -1.07197
H -6.24960 1.61629 0.81914
H -5.49335 0.24457 -0.01535
H -4.01200 2.22479 -0.03804
H -5.20358 2.92196 -1.18071
H -4.49302 0.31081 -1.83652
H -6.53372 1.06925 -1.87978
C -1.15362 -5.18692 -1.01977
C -1.57691 -3.92471 -1.79018
O -2.85055 -3.53758 -1.36410
O -2.12166 -6.26068 -1.17672
H -0.94230 -4.94689 0.05558
H -0.20548 -5.58899 -1.36557
H -1.72883 -4.19846 -2.84106
H -0.83511 -3.13031 -1.63672
H -2.84083 -3.10263 -0.47124
H -2.85604 -6.07372 -0.63950
C -2.01761 -0.09475 2.00276
C -2.98047 -1.12298 1.24007
O -2.47374 -2.40140 1.44330
O -0.66508 -0.23413 1.50442
H -1.96614 -0.38741 3.04363
H -2.33484 0.91293 1.97929
H -3.02049 -0.90930 0.20628
H -3.95546 -1.02009 1.73451
H -1.50292 -2.45976 1.46367
H -0.54796 -0.23189 0.51235
C 1.43930 -4.01694 2.34241
C 2.85554 -3.35720 2.21688
O 3.02374 -2.17254 2.97244
O 0.37132 -3.12516 1.99227
H 1.41856 -4.28373 3.43966
H 1.36072 -4.82915 1.64741
H 3.09529 -3.19640 1.15292
H 3.56463 -4.13608 2.63863
H 3.37161 -1.43917 2.41719
H 0.57003 -2.15230 1.94712
C 4.58218 0.84657 1.23793
C 5.51448 -0.21666 0.67773
O 4.77369 -1.45496 0.79322
O 5.16716 2.18424 1.07137
H 4.34288 0.70713 2.31036
H 3.67498 0.80289 0.69653
H 6.43868 -0.30666 1.24367
H 5.73820 0.11583 -0.31855
H 4.60948 -1.88370 -0.05091
H 5.87292 2.27669 1.70436
C -1.04459 1.43587 -1.83207
C -0.27072 2.48181 -1.12972
O 1.14926 2.23315 -1.43009
O -0.57385 0.10354 -1.51261
H -1.09814 1.55745 -2.94245
H -2.07570 1.46534 -1.49971
H -0.49868 2.41435 -0.09548
H -0.54625 3.52417 -1.46291
H 1.65212 2.56947 -0.65714
H 0.38765 0.08527 -1.73668
*
```

# C14H56O21

A cluster of 14 separate species, C14H56O21 in total in a non-equilibrium geometry (the ωB97M-V functional and the def2-TZVPD basis, the OMol25 dataset).

Results
HOMO-LUMO gap (spin up / spin down)	8.796 / 2.249	eV
total energy	-2146.49314	Eh
energy above the lowest of the compared OMol25 structures with the same formula, charge and spin	0.0	kJ/mol

```
! RIJCOSX wB97M-V def2-TZVPD def2/J DEFGRID3
* xyz 1 2
O 2.99489 0.84746 1.77565
H 3.14781 0.73338 2.71364
H 3.68575 1.44567 1.49088
O -5.52455 0.98942 1.91633
H -4.96762 0.49239 1.31714
H -5.18441 1.88317 1.87450
O -4.42944 -0.18354 -1.80246
H -4.95297 0.61651 -1.84786
H -4.28367 -0.42715 -2.71660
O 0.53094 -0.85223 -2.12032
H 0.64894 -0.39279 -1.28893
H 1.09948 -1.61938 -2.05337
O -2.50013 -3.74020 1.64656
H -2.91775 -3.08268 1.09024
H -3.18434 -4.00340 2.26204
O 1.83211 -3.44301 2.14738
H 0.91267 -3.37871 2.40571
H 2.21407 -4.06037 2.77124
O -3.57345 -2.60200 -0.70859
H -4.04506 -1.89626 -1.15102
H -2.97558 -2.94451 -1.37303
C -0.69165 -3.19262 -4.94318
C -1.16267 -3.73431 -3.51437
O -1.59243 -2.58995 -2.83555
O -1.67166 -2.86733 -5.92160
H -0.06729 -3.95643 -5.40672
H -0.11857 -2.26556 -4.95832
H -0.29535 -4.24979 -3.10189
H -1.87517 -4.55492 -3.59817
H -0.83307 -2.02510 -2.67457
H -2.30091 -3.59036 -5.86802
C 4.18486 0.66116 -1.93879
C 3.48556 2.01668 -1.77297
O 4.36243 3.06826 -1.35013
O 5.17082 0.72889 -2.99556
H 3.49594 -0.11283 -2.27709
H 4.60577 0.36633 -0.97754
H 2.84567 1.87440 -0.90211
H 2.80910 2.28911 -2.58307
H 3.94643 3.85758 -0.99583
H 5.81302 1.38907 -2.72473
C -1.74919 0.27485 1.21038
C -0.63445 -0.64889 0.75384
O 0.41410 0.09513 0.20101
O -2.91581 -0.42162 1.34305
H -1.97879 1.01687 0.44567
H -1.58730 0.85571 2.11840
H -1.04375 -1.25595 -0.05366
H -0.36217 -1.40991 1.48516
H 1.06633 0.29723 0.87581
H -3.13013 -0.61342 0.42715
C 5.95236 -3.13577 1.32605
C 5.14122 -1.86294 1.70386
O 4.19812 -1.48118 0.75069
O 5.12441 -4.23556 1.39137
H 6.84013 -3.29959 1.93691
H 6.31881 -3.00959 0.30728
H 5.79638 -1.00953 1.87863
H 4.64008 -2.11525 2.63837
H 3.75502 -0.71950 1.13160
H 4.86146 -4.48090 0.50128
C -2.01875 2.30796 -4.01234
C -1.94768 1.59214 -2.66322
O -0.60628 1.83405 -2.16767
O -1.24226 1.67795 -5.03113
H -1.67082 3.33877 -3.94550
H -3.07260 2.44143 -4.25665
H -2.03371 0.51799 -2.82721
H -2.77630 1.96351 -2.06022
H -0.09697 1.14354 -2.59825
H -1.61596 0.95234 -5.53655
C 0.65597 3.84580 1.76583
C -0.77178 4.00463 1.27705
O -1.12190 5.33584 1.64799
O 0.81599 2.61502 2.41722
H 0.98464 4.57391 2.50739
H 1.23827 3.89303 0.84561
H -1.46427 3.41739 1.88014
H -0.90873 3.73995 0.22858
H -0.97596 5.47015 2.58728
H 1.58335 2.19383 2.02308
C -1.44912 1.35667 4.94307
C -2.80785 0.53134 4.89614
O -3.81078 1.09006 5.68293
O -1.71936 2.60449 4.34052
H -0.68524 0.99566 4.25441
H -1.09710 1.47150 5.96826
H -2.70804 -0.47753 5.29655
H -3.13251 0.37015 3.86817
H -3.99499 1.96833 5.34188
H -0.89461 2.89581 3.94489
*
```